{
  "formula": "C43H39N2O4OsP2S2",
  "method": "ωB97M-V/def2-TZVPD",
  "max_force_ev_per_a": 2.85,
  "homo_energy_ev": [-16.43, -16.44],
  "total_charge": 3,
  "spin_multiplicity": 1,
  "orbital_gap_ev": [6.15, 5.94],
  "species": ["Os", "N", "P", "C", "C", "C", "C", "C", "C", "C", "C", "C", "C", "C", "C", "C", "C", "C", "C", "C", "N", "H", "H", "H", "H", "H", "H", "H", "H", "H", "H", "H", "H", "H", "H", "H", "O", "S", "O", "O", "C", "C", "C", "C", "C", "C", "P", "C", "C", "C", "C", "C", "C", "C", "C", "C", "C", "C", "C", "H", "H", "H", "H", "H", "H", "H", "H", "H", "H", "H", "H", "H", "H", "C", "C", "C", "C", "C", "C", "C", "S", "C", "O", "H", "H", "H", "H", "H", "H", "H", "H", "H", "H"],
  "xyz": [[-0.1726, 0.6778, 1.2013], [-3.1342, 0.2858, 0.6090], [-2.0407, -0.8374, 1.2965], [-2.8071, -1.1487, 2.8854], [-3.9428, -1.9769, 2.8814], [-4.5962, -2.2368, 4.0697], [-4.1303, -1.6952, 5.2640], [-3.0244, -0.8614, 5.2657], [-2.3685, -0.5791, 4.0762], [-2.3039, -2.2585, 0.2819], [-1.9556, -3.5038, 0.8210], [-2.2329, -4.6547, 0.1060], [-2.8344, -4.5654, -1.1441], [-3.1486, -3.3271, -1.6934], [-2.8641, -2.1659, -0.9964], [-2.9742, 1.6176, 0.7911], [-3.9614, 2.5662, 0.5129], [-3.6805, 3.8943, 0.7208], [-2.4245, 4.2804, 1.2229], [-1.4958, 3.3133, 1.4519], [-1.7505, 1.9921, 1.2121], [-4.0707, -0.0419, 0.4041], [-4.3089, -2.4251, 1.9663], [-5.4648, -2.8815, 4.0656], [-4.6407, -1.9214, 6.1904], [-2.6528, -0.4364, 6.1880], [-1.5443, 0.1050, 4.0905], [-1.5004, -3.5710, 1.8022], [-1.9900, -5.6217, 0.5247], [-3.0523, -5.4677, -1.7003], [-3.6230, -3.2693, -2.6637], [-3.0913, -1.2036, -1.4367], [-4.9297, 2.2407, 0.1573], [-4.4316, 4.6429, 0.5041], [-2.1985, 5.3137, 1.4411], [-0.5205, 3.5411, 1.8631], [0.5843, -0.5509, 4.9450], [0.9878, -0.1446, 3.6554], [0.8060, -1.0569, 2.4674], [0.2194, 1.0872, 3.1487], [2.6467, 0.3830, 3.6328], [3.3711, 0.5283, 4.7970], [4.6762, 1.0086, 4.6976], [5.2068, 1.3438, 3.4636], [4.4592, 1.2004, 2.2930], [3.1717, 0.6982, 2.3706], [2.2165, 0.3987, 0.8685], [2.6894, -1.1545, 0.1342], [2.1163, -1.5294, -1.0849], [2.4788, -2.7327, -1.6640], [3.3891, -3.5666, -1.0227], [3.9415, -3.2014, 0.1966], [3.5899, -1.9969, 0.7858], [2.6555, 1.7480, -0.2285], [2.2679, 3.0329, 0.1692], [2.6382, 4.1352, -0.5822], [3.3960, 3.9563, -1.7351], [3.7805, 2.6823, -2.1338], [3.4069, 1.5708, -1.3881], [2.9302, 0.2721, 5.7513], [5.2748, 1.1242, 5.5909], [6.2171, 1.7256, 3.4008], [4.8941, 1.4672, 1.3382], [1.3960, -0.8846, -1.5669], [2.0530, -3.0258, -2.6148], [3.6664, -4.5089, -1.4764], [4.6474, -3.8561, 0.6892], [4.0233, -1.7136, 1.7364], [1.7092, 3.1712, 1.0932], [2.3597, 5.1317, -0.2656], [3.6997, 4.8170, -2.3164], [4.3891, 2.5534, -3.0190], [3.7204, 0.5802, -1.6926], [0.1465, -1.0616, -7.3176], [-0.2025, -0.6172, -5.9263], [0.7893, -0.1761, -5.0421], [0.4707, 0.2980, -3.7845], [-0.8682, 0.3140, -3.3997], [-1.8704, -0.1691, -4.2336], [-1.5272, -0.6281, -5.4946], [-1.3815, 1.0642, -1.9108], [-0.9525, 2.7710, -2.2301], [-0.2980, 0.6270, -0.8685], [1.1935, -0.8812, -7.5484], [-0.4676, -0.5375, -8.0501], [-0.0580, -2.1264, -7.4420], [1.8248, -0.1898, -5.3588], [1.2435, 0.6564, -3.1145], [-2.9060, -0.1675, -3.9134], [-2.3006, -0.9928, -6.1590], [-0.0510, 2.8139, -2.8378], [-0.8057, 3.2707, -1.2729], [-1.7926, 3.2186, -2.7619]]
}